Below is an isolated molecule of C10H8O2 in a non-equilibrium geometry, with properties calculated with wB97M-V/def2-TZVPD.

Structure (XYZ):
```
20
Properties=species:S:1:pos:R:3:lowdin_charge:R:1
O 3.69 -1.89 -0.56 0.185
O -3.00 -2.55 -0.30 0.023
C 1.67 1.31 0.03 -0.036
C 0.98 0.13 0.28 -0.186
C 1.72 -1.08 0.67 -0.058
C -1.09 1.28 -0.13 -0.040
C -1.14 -1.16 0.29 -0.047
C 2.77 -1.50 0.03 -0.175
C -0.40 2.46 -0.35 -0.085
C -2.27 -1.42 -0.37 -0.184
C -0.42 0.09 0.16 -0.187
C 0.98 2.47 -0.29 -0.086
H 1.53 3.38 -0.50 0.101
H -0.71 -1.93 0.93 0.103
H -2.17 1.28 -0.18 0.107
H -2.60 -3.17 0.33 0.106
H 2.75 1.32 0.09 0.116
H -0.94 3.37 -0.57 0.102
H 1.36 -1.66 1.50 0.117
H -2.72 -0.72 -1.06 0.124
```

Summary:
HOMO level, eV: -8.130
Energy relative to the best compared isomer or geometry (same formula, charge and spin), kcal/mol: 41.85
Orbital gap, Eh: 0.3236
SMILES: O=C=Cc1ccccc1/C=C/O

Below is a structure of composition C7H11N2O4 in a non-equilibrium geometry, with properties calculated with wB97M-V/def2-TZVPD.

Structure (XYZ):
```
24
Properties=species:S:1:pos:R:3:lowdin_charge:R:1
O 0.47 -1.59 -2.52 -0.104
O -1.25 2.21 1.00 0.035
O -0.56 -1.90 1.04 -0.057
O -1.63 0.51 -1.24 0.024
N 0.21 0.66 0.27 0.024
N 0.64 -0.66 -1.67 -0.189
C 1.04 2.49 1.65 -0.009
C -2.43 -1.94 -0.41 -0.050
C 1.60 0.21 0.27 -0.128
C 1.63 -1.01 -0.70 -0.186
C -0.12 1.73 1.01 -0.504
C -0.74 -0.17 -0.51 -0.359
C -1.22 -1.32 0.15 -0.508
H 1.81 -0.11 1.38 0.149
H 1.50 3.19 0.83 0.127
H 2.29 0.96 -0.02 0.085
H -3.00 -1.16 -0.91 0.056
H -1.21 0.89 -2.10 0.162
H -2.96 -2.27 0.58 0.104
H 1.31 -1.90 -0.31 0.067
H 0.53 3.19 2.21 0.035
H 1.81 2.03 2.17 0.038
H -2.42 -2.81 -1.08 0.066
H 2.68 -1.22 -1.08 0.123
```

Summary:
Multiplicity: 3
<S²>: 2.01
HOMO level (spin up / spin down), eV: -1.233 / -4.286
Total charge: -1
Orbital gap (spin up / spin down), Eh: 0.1727 / 0.2838

Below is an isolated molecule of C5H6O, with properties calculated with wB97M-V/def2-TZVPD.

Structure (XYZ):
```
12
Properties=species:S:1:pos:R:3:lowdin_charge:R:1
O -1.01 0.91 1.08 -0.010
C 0.37 0.66 0.88 -0.249
C -0.47 1.17 -0.22 -0.231
C -0.61 0.05 -1.20 -0.035
C 0.63 -0.82 0.61 -0.123
C 0.01 -1.04 -0.75 -0.076
H -1.15 0.13 -2.14 0.101
H 0.05 -1.40 1.34 0.124
H 0.01 -2.02 -1.22 0.102
H -0.56 2.21 -0.53 0.140
H 1.68 -1.12 0.68 0.114
H 1.07 1.26 1.47 0.144
```

Summary:
HOMO level, eV: -9.477
Energy relative to the best compared isomer or geometry (same formula, charge and spin), kcal/mol: 33.12
Orbital gap, Eh: 0.3913
SMILES: C1=C[C@H]2O[C@H]2C1

Below is a cluster of 3 separate species, C21H46O2PS in total, with properties calculated with wB97M-V/def2-TZVPD.

Structure (XYZ):
```
71
Properties=species:S:1:pos:R:3:lowdin_charge:R:1
S -3.17 -0.70 -0.88 0.735
P -3.50 2.34 0.41 1.050
O 2.02 -6.04 0.28 -0.158
O 4.17 -1.14 1.78 -0.161
C 1.71 1.47 -0.32 -0.273
C -1.31 3.97 -2.59 -0.202
C -3.72 4.03 1.02 -0.325
C 5.51 -1.55 1.49 -0.201
C -2.42 4.87 1.02 -0.226
C 1.96 -7.43 0.62 -0.195
C -5.12 1.54 0.19 -0.344
C 1.96 2.63 -1.28 -0.214
C 3.27 -2.22 1.51 -0.215
C 0.22 4.08 -2.56 -0.183
C 5.47 -3.06 1.29 -0.163
C -0.07 -6.44 1.31 -0.170
C 4.06 -3.26 0.72 -0.162
C -2.01 4.79 -1.50 -0.216
C 2.49 1.61 0.99 -0.110
C 0.89 -7.56 1.69 -0.167
C -4.72 -0.21 -1.70 -0.529
C 0.95 2.72 -2.44 -0.187
C -5.34 1.13 -1.28 -0.293
C -1.44 4.55 -0.10 -0.243
C 0.89 -5.36 0.83 -0.216
H 5.56 -3.57 2.25 0.115
H -4.98 1.92 -1.93 0.103
H 3.67 -4.27 0.84 0.094
H 1.46 2.50 -3.37 0.108
H -3.08 4.53 -1.52 0.091
H -1.68 4.31 -3.56 0.112
H 0.55 4.74 -1.76 0.090
H -5.44 -1.02 -1.63 0.076
H -1.04 3.53 0.02 0.096
H 4.05 -3.02 -0.34 0.119
H -1.96 5.85 -1.73 0.126
H -5.88 2.28 0.46 0.097
H -5.18 0.71 0.88 0.088
H 3.54 1.39 0.83 0.071
H 1.32 -7.36 2.68 0.115
H -4.52 4.47 0.43 0.100
H 2.41 2.62 1.38 0.069
H -2.72 5.92 0.96 0.124
H -0.71 -6.10 2.12 0.110
H 6.26 -3.42 0.64 0.113
H 1.23 -4.74 1.67 0.109
H -0.71 -6.76 0.48 0.114
H -0.58 5.20 0.03 0.119
H 2.97 2.53 -1.67 0.115
H 2.02 0.54 -0.80 0.109
H 2.13 0.92 1.75 0.065
H -2.83 2.33 -0.80 0.017
H 1.69 -8.00 -0.28 0.119
H 5.84 -1.04 0.57 0.117
H 0.54 4.55 -3.49 0.110
H 2.91 -2.63 2.46 0.115
H 1.96 3.57 -0.71 0.098
H -3.55 -0.65 0.40 -0.152
H -6.41 1.07 -1.44 0.119
H 6.16 -1.24 2.31 0.117
H 0.47 -4.70 0.07 0.116
H -4.09 3.92 2.03 0.103
H -2.77 1.61 1.34 0.047
H 2.95 -7.75 0.95 0.119
H -1.94 4.75 2.00 0.117
H 2.41 -1.83 0.95 0.108
H 0.63 1.41 -0.11 0.087
H 0.43 -8.54 1.71 0.113
H -1.62 2.92 -2.51 0.085
H 0.21 1.92 -2.31 0.092
H -4.42 -0.13 -2.74 0.074
```

Summary:
HOMO level, eV: -10.903
Total charge: +1
Orbital gap, Eh: 0.2982

Question: Number 3 is which compound?
Answer: C5H6O